No. 1
The following is a quantum chemistry calculation of 2 unconnected molecules or ions with the total composition C4H13NOS in a non-equilibrium geometry, from the OMol25 dataset.

relative energy (zero: lowest compared OMol25 entry of this formula, charge and spin)	30.0	kcal/mol
SMILES	CCNCCS.O
frontier orbital gap	9.055	eV

Atoms and positions in Å:
1 H 1.287 0.174 -1.694
2 C -1.377 -0.011 -2.201
3 H 2.631 1.458 1.334
4 C -1.369 -0.431 -0.724
5 H 1.989 -0.277 -0.296
6 H -1.723 1.016 -2.290
7 C 1.043 0.164 -0.624
8 H -0.419 -0.242 -2.648
9 H -1.961 -1.327 -0.652
10 S 1.353 1.680 1.668
11 O 0.378 -1.752 3.681
12 H -2.051 -0.656 -2.766
13 H -1.841 0.319 -0.070
14 H -0.250 -2.273 3.162
15 H 0.003 -1.869 4.561
16 C 0.875 1.585 -0.089
17 H 1.415 2.298 -0.715
18 H 0.219 -1.031 0.694
19 H -0.168 1.903 -0.101
20 N -0.035 -0.728 -0.231

No. 2
The following is a quantum chemistry calculation of 2 unconnected molecules or ions with the total composition C4H13NOS in a non-equilibrium geometry, from the OMol25 dataset.

relative energy (zero: lowest compared OMol25 entry of this formula, charge and spin)	11.7	kcal/mol
SMILES	C[C@@H](N)CCS.O
frontier orbital gap	9.502	eV

Atoms and positions in Å:
1 H 1.597 0.666 -1.262
2 C -0.202 -0.421 -1.624
3 N -1.118 -1.298 -0.845
4 H 1.218 -2.001 4.442
5 O 0.295 -2.277 4.560
6 H -0.713 -1.480 -3.398
7 H 1.251 0.962 1.199
8 C 0.180 -0.998 -2.991
9 H -0.880 0.423 -1.829
10 H 0.969 -1.742 -2.900
11 H 0.510 -0.216 -3.692
12 H -1.224 2.476 1.027
13 C 0.897 0.057 -0.693
14 H -1.817 -1.677 -1.471
15 H 0.335 -3.005 5.208
16 H -0.334 0.261 1.118
17 C 0.410 0.779 0.536
18 H 1.514 -0.828 -0.462
19 S -0.275 2.419 0.086
20 H -0.620 -2.130 -0.537

No. 3
The following is a quantum chemistry calculation of 2 unconnected molecules or ions with the total composition C4H13NOS in a non-equilibrium geometry, from the OMol25 dataset.

relative energy (zero: lowest compared OMol25 entry of this formula, charge and spin)	36.3	kcal/mol
SMILES	CNCCSC.O
frontier orbital gap	9.140	eV

Atoms and positions in Å:
1 H 0.657 5.541 -2.834
2 C -3.431 -0.931 -0.027
3 C -4.153 -1.747 2.425
4 H 0.328 -0.084 -1.050
5 N -0.968 -1.135 0.225
6 C -2.102 -0.871 -0.705
7 H -1.960 0.109 -1.201
8 H -3.115 -1.754 2.796
9 H -3.476 -0.083 0.684
10 H -1.988 -1.658 -1.475
11 H -4.258 -0.806 -0.752
12 H 1.319 6.054 -4.146
13 C 0.000 0.000 0.000
14 H -1.397 -1.239 1.154
15 S -3.875 -2.519 0.826
16 O 0.499 6.129 -3.607
17 H 0.892 0.007 0.648
18 H -4.502 -0.702 2.374
19 H -0.534 0.957 0.126
20 H -4.787 -2.294 3.144

No. 4
The following is a quantum chemistry calculation of 2 unconnected molecules or ions with the total composition C4H13NOS in a non-equilibrium geometry, from the OMol25 dataset.

relative energy (zero: lowest compared OMol25 entry of this formula, charge and spin)	27.7	kcal/mol
SMILES	NCCO.CCS
frontier orbital gap	9.030	eV

Atoms and positions in Å:
1 H 1.072 3.194 0.626
2 H 2.132 0.580 2.005
3 H 1.248 0.631 -0.819
4 H 2.364 -0.631 1.007
5 H -0.229 -2.417 -0.318
6 H -0.977 1.668 -0.350
7 S -1.209 -0.636 0.991
8 H 0.226 -0.355 1.270
9 H -2.728 -2.814 -0.533
10 H -2.855 -1.236 -1.277
11 H -0.356 -0.943 -1.178
12 O -0.357 2.384 -0.542
13 H 2.634 1.506 -0.190
14 H 0.162 1.862 1.354
15 C 0.659 2.210 0.434
16 C 1.656 1.087 0.078
17 C -2.185 -2.091 -1.146
18 N 1.714 0.127 1.197
19 H -2.054 -2.549 -2.130
20 C -0.916 -1.576 -0.479

No. 5
The following is a quantum chemistry calculation of 2 unconnected molecules or ions with the total composition C4H13NOS in a non-equilibrium geometry, from the OMol25 dataset.

relative energy (zero: lowest compared OMol25 entry of this formula, charge and spin)	20.4	kcal/mol
SMILES	CSCCCN.O
frontier orbital gap	9.012	eV

Atoms and positions in Å:
1 H -1.660 0.083 -2.330
2 C 1.024 -0.122 -0.613
3 H 2.622 0.972 0.499
4 H -2.094 -0.307 -0.670
5 O -1.885 1.838 0.872
6 H 1.483 1.853 1.874
7 H 2.318 -0.570 1.152
8 H -0.309 -1.561 0.399
9 H 1.872 -0.251 -1.314
10 H 0.995 0.489 2.493
11 H 1.080 -2.281 -0.248
12 H -1.018 1.483 1.108
13 H 0.337 0.668 -0.898
14 C 1.815 0.252 0.643
15 H -2.892 -1.117 -2.133
16 C 0.358 -1.483 -0.465
17 C -1.996 -0.716 -1.671
18 N 0.934 1.034 1.635
19 H -2.397 1.611 1.646
20 S -0.587 -1.874 -1.979

No. 6
The following is a quantum chemistry calculation of 2 unconnected molecules or ions with the total composition C4H13NOS in a non-equilibrium geometry, from the OMol25 dataset.

relative energy (zero: lowest compared OMol25 entry of this formula, charge and spin)	18.8	kcal/mol
SMILES	C[C@@H](N)CCS.O
frontier orbital gap	9.670	eV

Atoms and positions in Å:
1 H 0.715 1.746 0.369
2 C -1.589 -0.539 0.109
3 C -0.238 1.143 -1.456
4 H -0.674 2.799 -0.077
5 H -0.296 0.501 1.779
6 H -2.328 0.998 -1.108
7 H 2.485 -3.085 3.704
8 H 0.868 -0.567 -1.018
9 H 3.778 -3.848 3.270
10 H 1.059 -0.120 -2.540
11 S -1.618 0.327 1.721
12 H -0.388 1.505 -2.463
13 H -1.800 -0.225 -2.035
14 C 0.168 2.211 -0.446
15 H -2.509 -1.123 0.136
16 N 0.971 0.264 -1.606
17 H 0.756 2.938 -0.986
18 H -0.791 -1.277 0.126
19 C -1.478 0.310 -1.145
20 O 2.908 -3.955 3.665

No. 7
The following is a quantum chemistry calculation of 2 unconnected molecules or ions with the total composition C4H13NOS in a non-equilibrium geometry, from the OMol25 dataset.

total charge	+1
relative energy (zero: lowest compared OMol25 entry of this formula, charge and spin)	26.4	kcal/mol
spin multiplicity	2
frontier orbital gap (spin up / spin down)	10.292 / 5.034	eV

Atoms and positions in Å:
1 H -0.327 -2.028 1.379
2 N -1.192 0.413 0.940
3 H 0.123 2.343 -0.963
4 H -0.678 1.571 2.600
5 H -2.378 1.692 2.035
6 O -0.690 2.832 -1.156
7 H 2.130 -1.401 -2.002
8 C 0.261 -0.411 -0.911
9 H 0.803 0.345 -1.480
10 H -0.726 -0.477 -1.362
11 H 0.870 0.710 0.803
12 C 0.411 -1.238 1.551
13 S 1.152 -1.962 -1.281
14 C 0.142 -0.077 0.621
15 H -1.148 2.497 1.115
16 H 1.360 -1.718 1.336
17 H 0.379 -0.971 2.610
18 H -1.650 -0.363 1.434
19 C -1.336 1.622 1.731
20 H -0.549 2.888 -2.116

No. 8
The following is a quantum chemistry calculation of 3 unconnected molecules or ions with the total composition C4H13NOS2 in a non-equilibrium geometry, from the OMol25 dataset.

relative energy (zero: lowest compared OMol25 entry of this formula, charge and spin)	122.6	kcal/mol
frontier orbital gap	3.524	eV

Atoms and positions in Å:
1 C 1.272 -0.942 1.928
2 H 2.109 3.162 -0.259
3 H 0.473 -1.581 2.314
4 H 2.219 -1.418 2.198
5 H 0.192 -0.189 -2.061
6 H 1.199 0.017 2.443
7 C -0.096 -1.130 -1.599
8 H -1.171 -1.208 -1.823
9 H -1.309 0.705 -0.277
10 S 1.110 2.614 0.438
11 C -0.087 -1.156 -0.071
12 S -2.803 -0.987 0.410
13 N 1.167 -0.809 0.467
14 O -1.109 1.928 -1.750
15 C -1.277 -0.132 0.431
16 H 0.343 -2.009 -2.065
17 H -1.692 2.713 -1.671
18 H -0.443 2.167 -1.071
19 H -1.182 0.243 1.454
20 H -0.396 -2.137 0.265
21 H 1.479 0.150 0.301

No. 9
The following is a quantum chemistry calculation of 2 unconnected molecules or ions with the total composition C4H13NOS2 in a non-equilibrium geometry, from the OMol25 dataset.

relative energy (zero: lowest compared OMol25 entry of this formula, charge and spin)	19.4	kcal/mol
SMILES	CSSC[C@@H](C)N.O
frontier orbital gap	9.302	eV

Atoms and positions in Å:
1 H -1.100 0.315 -3.234
2 H 0.017 -0.762 -3.984
3 H 0.294 -1.913 -1.739
4 N 0.831 0.216 -1.551
5 C -0.164 -0.888 -1.724
6 H 1.826 0.159 1.347
7 H 0.805 1.526 1.017
8 H -2.149 -1.242 -0.872
9 H 1.943 2.538 -0.945
10 S -0.398 -0.140 2.361
11 C -1.192 -0.713 -0.688
12 C 1.078 0.829 1.802
13 H -1.437 -1.463 -3.294
14 H -1.545 0.340 -0.575
15 H 0.346 1.108 -1.530
16 H 1.408 0.164 -0.725
17 C -0.707 -0.677 -3.155
18 H 2.062 3.611 0.118
19 H 1.540 1.271 2.723
20 O 1.630 3.434 -0.731
21 S -0.628 -1.467 0.856

No. 10
The following is a quantum chemistry calculation of 3 unconnected molecules or ions with the total composition C4H13NOS2 in a non-equilibrium geometry, from the OMol25 dataset.

total charge	+1
relative energy (zero: lowest compared OMol25 entry of this formula, charge and spin)	71.9	kcal/mol
spin multiplicity	2
frontier orbital gap (spin up / spin down)	6.942 / 4.451	eV

Atoms and positions in Å:
1 H 0.250 0.429 -2.801
2 S 0.939 1.170 2.363
3 H -2.701 1.528 -0.169
4 C -0.646 1.039 1.613
5 H -0.666 1.581 -2.511
6 C -0.698 1.780 0.256
7 H 0.764 -1.870 1.700
8 H 2.036 -2.146 -1.070
9 C 1.221 -2.481 0.913
10 H -1.408 1.408 2.317
11 H 2.168 -2.880 1.269
12 H 1.821 -0.665 -0.112
13 H 0.200 1.543 -0.319
14 H 0.567 -3.336 0.727
15 H -1.699 0.358 -0.791
16 H -0.730 2.868 0.394
17 H -0.893 -0.024 1.454
18 N -1.797 1.365 -0.600
19 C 1.371 -1.638 -0.358
20 O 0.097 1.353 -3.067
21 S -0.196 -1.381 -1.208

No. 11
The following is a quantum chemistry calculation of 2 unconnected molecules or ions with the total composition C4H13NS in a non-equilibrium geometry, from the OMol25 dataset.

relative energy (zero: lowest compared OMol25 entry of this formula, charge and spin)	11.8	kcal/mol
SMILES	CCN.CCS
frontier orbital gap	9.875	eV

Atoms and positions in Å:
1 C 0.233 2.219 2.008
2 H -1.559 3.076 2.935
3 H 0.371 -2.926 -3.816
4 H -1.126 -4.875 -1.630
5 H 1.984 3.336 1.968
6 H -0.116 1.534 1.229
7 H 0.418 1.592 2.881
8 C -0.028 -2.414 -1.722
9 H 0.961 -2.720 -1.356
10 S -0.446 -4.939 -2.779
11 N 1.448 2.756 1.304
12 H 2.086 1.955 1.234
13 H -0.001 -1.333 -1.871
14 H -0.687 -2.697 -0.905
15 C -0.348 -3.118 -3.030
16 H -1.148 3.820 1.533
17 C -0.653 3.383 2.404
18 H -1.337 -2.760 -3.323
19 H -0.053 4.111 2.938

No. 12
The following is a quantum chemistry calculation of 2 unconnected molecules or ions with the total composition C4H13NS in a non-equilibrium geometry, from the OMol25 dataset.

relative energy (zero: lowest compared OMol25 entry of this formula, charge and spin)	21.2	kcal/mol
SMILES	CCN.CCS
frontier orbital gap	9.759	eV

Atoms and positions in Å:
1 H 3.091 0.254 0.857
2 H 3.717 0.103 -0.746
3 H 0.890 -2.272 -1.602
4 H -3.621 1.008 0.956
5 H 1.125 -1.114 0.644
6 H -3.607 -0.629 1.744
7 H -0.501 0.118 -0.968
8 C -3.113 0.045 1.006
9 H -3.115 -0.336 -0.010
10 H 2.232 1.017 -0.388
11 C 2.756 0.138 -0.111
12 H -1.273 -0.782 1.413
13 H 1.938 -1.292 -2.336
14 N 1.237 -1.309 -1.528
15 H -1.360 0.923 2.048
16 C -1.594 0.263 1.175
17 H 2.564 -2.064 0.046
18 S -0.654 1.151 -0.114
19 C 1.906 -1.145 -0.262